A 5-piece molecular cluster, C53H61ClN2O13P overall in a non-equilibrium geometry. Source: the Open Molecules 2025 dataset; level of theory: wB97M-V/def2-TZVPD.

Summary:
Net charge: -1
HOMO energy, eV: -5.84

```
131
Properties=species:S:1:pos:R:3:forces:R:3
C 0.892 1.946 1.145 -0.3 0.4 -0.4
C 2.180 2.122 6.441 -0.1 0.1 0.0
H 1.632 2.712 0.897 0.0 0.0 0.0
H -2.499 -4.107 -4.081 0.2 0.0 0.1
C 4.548 -0.157 1.698 -0.3 0.2 0.9
H -6.304 -3.174 1.685 0.0 0.0 0.1
H -5.517 2.445 0.964 0.0 -0.2 0.5
C 1.905 -1.516 -0.087 0.8 -1.2 1.7
H 0.723 9.731 0.022 0.0 0.0 0.0
H 1.297 -4.733 -0.019 0.0 0.1 -0.1
C -2.830 -6.201 -3.990 0.0 0.1 0.1
C 1.712 -1.352 -1.414 0.2 -0.3 -1.5
H 1.664 3.218 -3.194 0.1 -0.1 0.0
C -0.124 -2.058 -3.930 -2.5 -1.5 -0.7
C -1.478 2.275 2.099 -0.3 0.9 0.2
H -4.231 1.846 -1.372 -0.1 0.2 0.1
H -0.405 3.599 0.792 -0.4 -0.5 -0.2
H 2.100 5.063 -1.833 0.1 -0.1 0.0
H 2.282 -3.711 -5.575 -0.1 0.0 0.0
H 4.189 0.501 0.908 0.1 -0.2 -0.2
C -6.000 -1.350 0.563 0.9 -0.6 -0.6
C 3.695 3.765 7.456 0.0 0.1 0.0
C 1.058 0.899 -1.093 -0.7 1.4 -0.9
C -3.007 -7.178 -1.663 0.0 0.1 0.1
H 3.532 7.148 2.143 0.0 0.0 0.0
C 2.139 4.128 -1.268 0.1 -0.1 -0.4
H -3.353 -2.199 2.998 -0.1 -0.1 0.3
H -5.623 -1.317 -1.602 0.1 0.2 0.0
C 1.622 6.313 1.771 0.1 0.0 0.0
O 1.789 -1.297 -9.299 0.0 0.0 -0.1
H 2.951 -3.277 -0.493 0.0 0.0 0.2
C -4.026 -0.172 -0.619 -0.7 0.1 0.0
C 3.625 0.003 2.927 -0.2 0.3 -0.9
H 2.469 -2.820 3.206 -0.2 -0.2 -0.1
H 3.132 4.041 -0.820 -0.1 0.2 0.2
C 2.002 -2.473 -7.266 0.0 0.1 0.1
H 5.345 0.754 7.049 0.0 0.0 0.0
H -2.807 -5.794 -0.072 0.0 0.0 0.0
C 4.773 2.745 7.490 0.0 -0.1 0.0
O 1.009 0.593 -4.285 0.4 -0.1 0.3
C 2.645 -3.478 -9.502 0.0 -0.1 -0.1
C -3.026 -7.387 -3.132 0.1 -0.1 -0.1
H -4.320 1.282 1.607 -0.2 -0.1 -0.1
C 2.893 -4.749 -7.417 -0.1 0.0 0.2
H -2.273 4.263 2.019 0.0 0.1 0.3
C 1.288 -0.142 -1.929 0.3 -0.4 -0.6
H 3.572 1.080 3.133 0.0 -0.1 0.1
C -2.646 -4.988 -3.470 -0.1 0.1 -0.3
H 0.686 -2.641 3.138 0.0 0.1 -0.2
C 2.362 -3.596 -6.650 0.0 0.0 0.1
H -4.605 -2.877 1.345 0.0 0.1 -0.1
O 3.096 9.454 1.032 0.0 0.0 0.0
H -0.622 -3.257 -0.267 0.0 -0.1 0.0
H 5.550 0.172 1.986 0.1 -0.2 -0.2
O -5.410 -1.844 2.929 0.1 -0.3 0.3
O -0.364 -3.177 -4.373 1.6 -0.9 -0.2
C 1.641 -0.469 0.803 0.2 -0.1 0.3
H -3.997 -0.946 4.137 -0.2 -0.2 0.1
C -2.822 -5.969 -1.140 -0.1 -0.3 0.1
H 0.065 1.902 -2.488 0.2 0.1 -0.2
O -2.459 -3.682 -1.520 -0.1 0.0 0.1
H -0.965 2.522 3.037 0.1 -0.3 0.0
C 4.571 1.512 7.034 0.1 0.0 0.0
C 2.543 7.272 1.721 0.0 -0.1 0.0
H -6.982 -1.665 0.211 -0.2 0.4 0.2
O -3.198 -8.494 -3.604 0.0 0.0 0.1
C -4.089 -1.401 3.153 0.0 0.6 -0.7
C -0.010 7.813 0.538 0.0 0.1 0.0
C 1.206 0.750 0.279 -0.1 0.4 0.9
H 2.701 2.213 -2.167 0.2 0.2 -0.2
C 2.403 -2.870 0.358 -0.2 -0.7 -0.5
C 1.623 -2.153 3.390 1.0 -0.1 0.1
C -0.531 2.516 0.913 0.2 -0.1 0.7
H -5.731 1.122 -0.842 0.0 0.1 0.0
H 3.123 -2.825 1.171 -0.2 0.3 0.2
H -3.852 -0.619 2.418 0.2 0.0 0.1
H -4.485 -2.250 -0.644 0.0 0.0 -0.4
P 1.832 -0.478 2.644 -0.6 0.3 0.8
H -1.847 1.246 2.161 0.2 -0.1 0.0
H -2.884 2.936 -0.169 0.3 0.1 0.2
H 1.231 1.804 6.027 0.0 -0.1 0.0
H -0.999 7.936 0.115 0.0 -0.1 0.0
H -3.374 -0.290 -1.485 0.3 0.1 0.2
H -3.153 -8.059 -1.050 0.0 0.0 0.0
H -6.019 -0.359 1.019 -0.4 -0.1 0.1
O 2.425 -3.408 -2.635 -0.2 0.1 0.1
H 1.809 5.353 2.237 0.0 0.0 0.0
C 3.259 1.104 6.475 -0.1 0.0 0.0
C 1.169 -0.244 -3.442 0.2 -0.3 1.7
O 3.880 4.890 7.870 0.0 0.0 0.0
H 5.723 3.062 7.902 0.0 0.0 0.0
C 2.383 3.356 6.897 0.0 0.0 0.0
C 3.006 -4.601 -8.892 0.0 0.0 -0.1
O -0.562 5.632 1.228 0.1 0.4 0.1
C -2.627 -4.782 -2.003 0.1 0.1 -0.1
H 3.396 -5.455 -9.432 0.0 0.0 0.0
C -4.675 1.243 -0.577 0.0 -0.9 0.1
C 0.910 8.772 0.488 -0.1 0.0 0.0
C -0.155 -3.339 0.708 0.4 -0.5 0.8
C 2.115 -2.322 -8.734 -0.1 0.1 0.1
H 1.613 -1.621 -6.720 0.0 0.0 0.0
C -5.051 -1.312 -0.673 0.1 -0.3 0.7
H 1.610 -1.998 4.472 0.0 0.3 -0.1
C 1.854 2.903 -2.168 -0.8 0.0 0.3
H 1.003 1.761 2.212 0.1 -0.3 -0.1
O 3.228 -5.779 -6.870 0.1 0.0 -0.1
H -2.846 -6.374 -5.058 0.0 0.0 0.0
Cl -1.171 -4.481 1.729 0.1 0.4 -0.4
C -2.671 3.252 2.021 0.1 -0.6 -0.9
H -0.223 -2.388 1.227 0.0 0.0 -0.1
H -0.975 2.103 0.015 0.1 0.1 -0.1
C -3.484 3.089 0.728 -0.7 0.1 0.4
O -1.001 -1.235 -3.645 1.0 1.4 0.6
H 4.019 -0.450 3.836 -0.1 -0.3 -0.1
N 0.661 2.143 -1.706 0.5 0.0 0.4
C -4.552 1.962 0.788 0.2 0.8 -1.0
C 1.909 -2.323 -2.581 -0.5 1.0 0.6
H -3.357 3.114 2.863 0.1 0.1 0.1
C 0.274 6.509 1.183 0.0 -0.1 0.0
C 1.269 -3.907 0.695 0.3 0.3 -0.3
N 1.315 -1.646 -3.654 -0.6 0.1 -2.2
H -3.465 -0.305 0.312 0.4 0.0 -0.2
C -5.547 -2.389 1.622 -0.3 0.2 0.0
C 2.259 8.578 1.076 0.0 0.0 0.0
O 3.071 -0.018 6.060 0.0 -0.1 0.1
H 2.720 -3.351 -10.575 0.0 0.0 0.0
H 1.527 -4.356 1.653 -0.3 0.1 0.1
H 1.378 4.206 -0.495 0.0 -0.1 0.1
H -4.016 4.034 0.568 0.0 -0.1 -0.2
H 4.551 -1.191 1.361 0.2 0.1 -0.2
H 1.610 4.113 6.881 0.0 0.0 0.0
```
Forces are in eV/Å.

These are the Löwdin partial charges, in e, on atoms 1 to 6: C -0.164; C 0.028; H 0.092; H 0.111; C -0.139; H 0.115


C53H64BN7OS8W as an isolated structure in a non-equilibrium geometry. Source: the Open Molecules 2025 dataset; level of theory: wB97M-V/def2-TZVPD.

Summary:
Net charge: +2
Spin multiplicity: 3
HOMO energy (alpha / beta), eV: -12.10 / -12.29
ΔE to the lowest compared entry with this formula, charge and spin, eV: 2.015
⟨S²⟩: 2.04

```
135
Properties=species:S:1:pos:R:3:forces:R:3
H -0.290 0.583 4.465 -0.2 -0.1 0.1
C 3.973 2.224 5.130 0.0 -0.1 0.0
S 4.727 0.480 -1.020 0.1 0.0 -0.2
C 3.589 0.936 4.770 0.1 0.0 0.0
H -3.769 -2.634 3.848 0.0 -0.1 0.0
H -5.417 -4.850 -0.353 0.0 0.0 -0.1
H -0.243 7.071 0.344 0.0 0.0 0.0
H 3.742 2.743 2.416 0.0 0.0 0.0
C -4.112 1.020 -1.830 0.0 -0.1 -0.1
H -0.158 -4.093 -3.919 0.0 0.0 0.1
H 5.595 -3.936 1.478 0.0 0.0 0.0
H -4.206 -3.938 -3.601 0.1 0.0 0.1
C 1.239 -0.606 -3.519 0.2 -0.3 -0.1
N -2.428 0.675 -0.325 0.1 -0.5 -0.3
H -0.401 6.083 1.792 0.0 0.0 -0.1
C 1.844 -3.076 4.495 0.0 0.0 0.0
C -4.116 2.226 0.248 -0.2 0.3 0.4
C -3.126 -3.395 3.394 0.0 0.1 -0.1
S 3.920 -2.312 2.093 -0.2 -0.3 0.1
C 2.187 -1.774 4.816 0.0 0.0 0.0
H -5.617 -3.409 -1.367 0.0 -0.1 0.0
C 2.355 -3.167 -4.259 0.0 0.0 0.0
H 1.912 -3.344 -0.825 0.1 0.0 -0.1
C 4.600 -1.326 0.915 -0.1 0.7 -0.3
H 2.087 -3.889 5.173 0.0 0.1 -0.1
H 1.898 7.627 -0.223 0.1 -0.1 0.0
N -0.331 -0.424 -1.367 -0.2 -0.4 0.4
C -3.051 -5.749 -1.479 0.0 -0.1 0.0
H 4.748 -4.298 3.000 0.0 0.0 0.0
H -4.099 -0.055 -5.115 0.1 0.1 0.1
H 5.205 4.932 0.197 -0.1 0.0 0.0
H -3.372 -6.286 -0.579 0.1 0.1 -0.1
H 4.309 0.124 4.794 0.0 0.1 0.0
C -5.744 -0.413 -3.013 0.0 0.0 0.0
H -3.612 -4.364 3.496 0.0 0.1 0.0
C 0.117 0.710 -1.910 0.0 0.1 -0.2
H 2.918 -4.385 -1.867 0.0 0.1 0.0
C 1.376 1.705 4.356 -0.2 0.2 0.1
H -0.587 2.164 4.141 -0.4 0.2 -0.1
C 1.192 -3.326 3.289 0.0 -0.2 0.1
C -3.261 -3.872 0.932 -0.2 -0.3 -0.1
H -5.612 -5.022 -2.096 0.0 0.0 0.1
S 2.170 -0.141 0.040 -0.5 0.0 0.0
C 0.862 0.632 -3.114 0.0 0.4 -0.1
H -0.208 -4.117 -2.146 0.0 0.0 0.0
H -3.394 -6.325 -2.343 0.0 0.0 0.1
C 0.448 -4.198 -3.015 0.0 0.0 0.0
H -4.770 2.842 -3.725 -0.1 -0.1 0.0
H 6.039 -3.077 2.991 0.0 0.0 0.0
H 0.995 3.791 4.699 0.1 -0.1 0.0
H -5.681 2.361 -1.165 0.1 0.0 0.0
C -4.720 0.719 -3.198 0.0 -0.1 0.1
H 4.995 2.421 5.438 -0.1 0.0 0.0
H 3.459 2.050 0.836 -0.1 0.0 0.0
H 4.997 2.863 1.172 0.0 0.0 0.0
H -5.738 3.430 0.973 0.0 0.0 0.0
H -6.509 -0.139 -2.278 0.1 0.0 -0.1
H 4.090 7.722 -1.701 0.0 0.0 0.0
C 3.641 6.375 -0.100 0.0 0.0 -0.1
H 2.725 -1.567 5.738 -0.1 0.0 -0.1
H 0.443 2.534 -4.019 0.0 -0.1 0.0
C -3.640 -4.330 -1.546 0.1 0.1 0.0
C -2.185 -1.883 1.587 0.0 -0.1 0.2
S -1.888 2.177 1.807 0.4 -0.2 -0.2
H 4.636 8.270 -0.126 0.0 0.0 0.0
C 1.536 -3.122 -2.968 -0.1 0.0 0.1
C 3.335 4.179 0.875 -0.2 0.0 0.0
H -6.345 2.198 -3.206 0.1 0.0 -0.1
N -3.024 0.381 -1.492 0.1 0.0 0.2
H 1.805 1.652 -4.747 0.0 0.0 0.1
C 3.828 -0.387 0.174 0.5 -0.4 0.4
C 1.835 -0.704 3.979 0.1 0.0 0.1
H 3.277 -2.648 -1.731 -0.2 -0.2 0.0
H -4.133 4.127 1.249 0.0 -0.1 0.0
H 0.053 3.963 1.849 -0.2 0.1 -0.1
C 1.297 1.885 -3.811 0.0 0.0 0.0
C 2.284 6.662 0.093 0.2 0.2 -0.1
H 1.852 -0.714 -4.406 -0.1 0.0 0.1
H 0.371 -2.502 1.524 -0.2 0.0 -0.2
H -5.251 -1.329 -2.675 0.0 0.0 0.0
S 6.269 -1.420 0.527 0.1 0.0 -0.1
H 1.976 2.454 -3.168 -0.1 -0.1 0.0
C -0.052 6.082 0.754 0.2 -0.1 0.1
H -3.237 -2.639 -2.880 -0.1 0.0 0.0
N -2.337 -2.432 -0.703 0.1 0.3 0.2
H -2.965 1.122 -4.421 -0.1 -0.1 0.0
C 1.096 -0.933 2.804 0.0 -0.2 0.4
C 4.531 7.387 -0.760 -0.1 0.0 0.1
H -1.958 -5.727 -1.498 -0.1 0.0 0.0
C -5.160 -4.403 -1.317 -0.1 0.0 0.0
H 3.334 4.264 5.367 0.0 -0.1 0.0
C -3.036 -3.493 -0.418 0.0 -0.1 -0.1
C 2.466 -3.392 -1.768 0.1 0.1 0.0
C 1.013 3.567 1.525 -0.6 0.2 0.2
H 0.905 -5.192 -3.026 0.0 0.1 0.0
C -3.631 0.283 -4.186 0.1 0.1 0.0
C -2.868 -3.075 1.950 -0.1 0.0 0.5
C -5.424 1.963 -3.751 -0.1 0.1 0.0
N 0.091 -1.645 -1.729 -0.1 0.3 0.3
C 6.277 -0.259 -0.778 -0.1 0.0 0.1
C 5.226 -3.515 2.414 0.0 0.1 0.0
H -5.703 1.783 -4.791 0.0 0.0 0.1
N 0.031 1.392 3.946 0.6 -0.6 -0.6
H -2.190 -3.395 3.960 0.0 0.0 0.0
H -4.679 2.788 2.246 0.0 0.0 -0.1
C 1.950 4.475 1.029 0.5 0.5 -0.1
C -3.370 -3.719 -2.932 0.0 0.0 0.0
H -0.660 5.365 0.196 0.0 0.0 0.0
C -4.708 3.196 1.234 0.1 0.0 -0.1
C 3.045 3.256 5.092 0.1 0.1 0.0
C -4.723 1.913 -0.923 -0.3 0.0 -0.2
N -1.884 -1.664 0.314 0.3 0.0 -0.5
C -2.862 1.618 0.502 0.1 0.1 0.2
S -1.779 -0.711 2.762 0.4 0.1 -0.2
S -0.103 2.141 -1.003 0.3 -0.5 0.5
W 0.155 0.645 1.651 -2.5 -0.3 -0.1
H 0.960 -4.346 2.990 0.0 0.1 0.1
H 3.214 -2.487 -4.224 -0.1 -0.1 0.0
C 0.841 -2.273 2.469 0.2 0.1 0.1
C 1.737 2.993 4.707 -0.1 0.2 0.0
H 1.749 -2.922 -5.137 0.1 0.0 0.1
C 2.283 0.662 4.373 0.1 -0.3 -0.1
C 3.922 2.884 1.349 0.0 0.1 0.0
B -1.158 -0.278 -0.030 -0.5 -0.2 -0.1
H -6.247 -0.621 -3.962 0.1 0.0 0.1
H -3.023 -0.529 -3.786 -0.1 0.0 0.0
S 7.594 0.086 -1.628 0.3 0.1 -0.2
C 4.146 5.139 0.314 0.1 0.2 -0.1
H 2.745 -4.178 -4.397 0.0 0.1 0.0
C 1.424 5.750 0.653 -0.1 -0.2 0.0
C 0.904 -1.744 -2.743 0.2 -0.1 -0.2
H 5.523 6.986 -0.960 0.0 0.0 0.0
O 1.129 2.330 1.589 2.0 0.9 0.2
H -3.769 -4.806 1.150 0.0 0.1 0.0
H -2.467 -4.140 -3.378 0.0 0.1 0.1
```
Forces are in eV/Å.

These are the Löwdin partial charges, in e, on atoms 1 to 6: H 0.084; C -0.065; S 0.944; C -0.012; H 0.090; H 0.082


C53H64Br2N4OP2Pb as an isolated structure. Source: the Open Molecules 2025 dataset; level of theory: wB97M-V/def2-TZVPD.

Summary:
Net charge: +2
HOMO energy, eV: -11.90

```
127
Properties=species:S:1:pos:R:3:forces:R:3
C -0.144 3.150 -3.929 0.0 0.0 0.0
H 0.951 -6.695 1.754 0.0 0.0 0.0
H -2.766 -0.497 -4.438 0.0 0.0 0.0
H -1.246 -2.690 -0.127 0.0 0.1 0.0
C 1.389 3.702 0.154 -0.1 -0.1 0.0
C 1.449 0.445 2.974 -0.2 -0.1 -0.2
H 5.337 0.735 -4.639 0.0 0.0 0.0
Br 3.686 2.891 -3.550 0.1 0.0 0.0
C 3.249 1.215 0.828 -0.1 -0.1 0.0
C -2.429 -2.348 4.344 0.4 0.0 -0.1
C 3.611 1.015 -3.390 -0.3 0.1 0.3
O 1.709 1.198 -1.987 -0.4 -0.4 0.1
H 5.143 2.191 0.989 0.0 0.0 0.0
H -7.182 2.262 -0.670 0.0 0.0 0.0
C 1.911 -4.778 1.710 0.0 0.1 0.0
H -0.221 2.852 1.266 -0.2 0.0 0.1
C -3.075 3.752 -2.743 0.0 0.1 0.0
C -1.231 0.978 -4.169 0.0 -0.1 0.1
H -2.640 4.755 -2.796 0.0 0.0 0.0
Br 5.965 -2.112 -4.751 -0.1 0.1 0.0
H 1.282 4.426 -2.975 0.0 0.0 0.0
C 3.763 -0.227 0.866 0.0 0.1 -0.1
C 1.809 -3.394 1.863 0.1 0.0 0.0
C -4.003 1.877 2.557 0.0 -0.1 0.0
H -2.045 2.616 2.983 0.2 0.0 0.0
H -4.475 -3.071 1.631 0.0 0.1 0.0
H 4.466 1.767 2.556 0.0 0.0 -0.1
H -0.970 -1.350 5.636 -0.1 0.0 0.0
C -2.960 4.414 0.221 -0.1 0.0 0.0
C 2.627 -3.680 -2.044 0.0 -0.1 0.0
C 2.017 -0.735 5.465 0.0 0.0 0.0
C -6.301 2.166 3.243 0.0 0.0 0.0
H 3.868 -0.571 1.899 0.0 0.0 0.0
H -0.984 0.025 -6.069 0.0 0.0 0.0
H -2.043 1.046 2.183 0.1 0.0 0.0
H -2.462 -0.831 1.173 0.1 0.1 0.0
H 3.185 1.537 -0.216 0.0 0.0 0.0
C -1.559 -2.261 5.594 -0.1 0.0 0.1
C 0.206 4.394 -3.154 0.0 -0.1 -0.1
H -3.105 -1.494 4.311 -0.1 0.1 0.0
H -3.001 3.308 -3.734 0.0 0.0 0.0
H 2.579 -4.741 -1.839 0.0 0.0 0.0
H -6.089 3.635 -0.780 0.0 0.0 0.0
H -4.677 1.773 4.586 0.0 0.0 -0.1
H 4.745 -0.280 0.393 0.0 0.0 0.0
H 2.875 -5.207 1.464 0.0 0.0 0.0
H 0.888 -3.218 -0.850 0.0 0.0 0.0
H 0.583 4.716 2.596 0.0 0.0 0.0
C 1.674 -2.822 -1.484 -0.1 0.1 -0.1
C -2.332 2.911 -1.738 -0.1 0.0 -0.3
C 4.588 0.243 -4.033 0.1 -0.1 0.0
C -6.148 2.572 -0.527 0.0 0.0 0.1
C -0.737 0.891 -5.465 0.0 0.0 0.0
H -4.707 -1.487 0.896 0.0 0.0 0.0
N 1.679 -1.522 -1.686 0.0 -0.1 0.1
C 2.641 -0.964 -2.470 0.1 0.0 0.0
C -2.662 -1.890 1.358 -0.2 -0.1 0.2
H 3.844 3.165 1.656 0.0 0.0 0.0
C -4.377 2.100 1.230 -0.2 0.0 0.1
H 0.422 1.824 -7.007 0.0 0.0 0.0
H -3.248 4.387 1.271 0.0 0.0 0.0
H 0.832 4.630 0.012 0.0 0.0 0.0
N -1.363 2.145 -2.043 0.0 0.3 0.3
C -2.122 -0.126 -3.640 0.1 0.1 0.0
C -4.975 1.919 3.553 0.0 0.0 0.0
H 3.196 1.018 5.852 0.0 0.0 0.0
N -3.458 1.994 0.148 0.2 -0.2 -0.2
H -2.564 -3.780 0.300 0.0 0.0 0.0
H -7.701 2.561 1.671 0.1 0.0 0.0
C 2.544 0.507 5.155 0.1 0.0 0.0
C -0.915 2.107 -3.407 0.0 0.0 -0.1
H -5.521 2.023 -1.230 -0.1 0.0 0.0
H 2.244 -1.215 6.409 0.0 0.0 0.0
H 2.439 3.971 0.271 0.0 0.0 0.0
H -2.473 1.188 3.905 0.0 0.0 0.0
H 2.665 -2.739 1.747 0.0 -0.1 0.0
H -0.297 4.449 -2.191 0.0 0.0 0.0
C -2.915 3.024 -0.356 0.0 0.0 0.3
H 0.735 3.249 3.561 0.0 0.0 0.0
H -2.759 0.214 -2.821 0.0 -0.1 0.0
H -3.686 5.032 -0.315 0.0 0.0 0.0
H -1.529 -0.978 -3.292 -0.1 0.0 0.0
N 0.036 -1.593 2.435 0.0 0.2 0.0
Pb 0.041 0.210 -0.905 -0.3 -0.3 -0.2
C 0.046 1.903 -5.995 0.0 0.0 0.0
H -0.894 -3.122 5.682 0.0 0.0 0.0
H 4.356 -3.782 -3.293 0.0 0.0 0.0
H 1.298 3.103 -0.757 0.0 0.1 0.0
C -0.539 -3.765 2.362 -0.1 0.2 0.3
C 3.602 -3.148 -2.845 0.0 0.0 0.0
H -1.986 4.901 0.119 0.0 0.0 0.0
C -3.216 -3.670 4.323 -0.1 0.0 -0.1
C 1.105 3.759 2.672 0.0 0.0 -0.1
C 4.215 2.145 1.564 0.0 0.0 -0.1
H -0.054 5.282 -3.733 0.0 0.0 0.0
C -4.158 -2.028 1.668 0.0 0.1 -0.1
H 3.100 -0.913 0.332 0.0 0.0 0.0
H -3.706 -3.793 5.289 0.0 0.0 0.0
C 1.199 -1.366 4.548 0.1 0.0 -0.1
C 2.276 1.066 3.920 -0.1 0.0 0.1
H 2.740 2.009 3.674 -0.1 0.0 0.0
H -3.990 -3.693 3.559 0.1 -0.1 0.1
C 0.558 -2.924 2.189 -0.2 0.0 0.1
H -2.221 -2.271 6.462 0.0 0.0 0.0
H -7.045 2.210 4.028 0.0 0.0 0.0
H -4.123 3.856 -2.462 0.0 0.0 0.0
P 1.455 1.203 1.301 0.3 0.2 0.3
C -5.721 2.338 0.900 0.1 0.0 0.0
H -2.550 -4.525 4.183 0.0 0.0 0.1
C 0.858 2.965 1.393 0.2 -0.1 0.0
C 0.327 3.023 -5.231 0.0 0.0 0.0
C 0.865 -0.784 3.324 0.1 0.0 0.2
H 2.165 3.978 2.813 -0.1 0.0 0.0
H -1.284 -5.803 2.322 0.0 0.0 0.0
H 0.924 3.825 -5.651 0.0 0.0 0.0
C 2.612 0.460 -2.604 0.2 0.2 -0.2
C 3.641 -1.759 -3.088 -0.2 0.0 0.1
C -2.304 -2.733 0.131 0.0 0.1 -0.1
P -1.540 -2.329 2.741 0.3 -0.2 -0.4
C -0.443 -5.133 2.199 0.0 -0.1 -0.1
C 0.818 -5.627 1.869 -0.1 -0.1 0.0
H 0.827 -2.356 4.772 0.1 0.1 -0.1
C -2.565 1.659 2.925 0.1 0.0 0.0
C 4.609 -1.115 -3.888 0.2 0.0 -0.1
C -6.663 2.368 1.920 -0.1 0.0 0.0
H -4.444 -1.593 2.625 0.0 0.0 -0.1
H -2.884 -2.383 -0.725 0.0 0.0 0.0
```
Forces are in eV/Å.

These are the Löwdin partial charges, in e, on atoms 1 to 6: C -0.219; H 0.119; H 0.090; H 0.037; C -0.106; C -0.265


Summary of electronic energy in Ha
-3945.2843; -5793.5834; -8375.4334
(order as listed above)